# 1
# C12H19BClF2O8S5W

C12H19BClF2O8S5W as an isolated structure in a non-equilibrium geometry (wB97M-V/def2-TZVPD, the Open Molecules 2025 dataset).

```
49
Properties=species:S:1:pos:R:3:mulliken_spin:R:1
W 0.364 0.521 0.306 0.826
C 2.323 -3.073 0.987 0.001
C 1.740 -2.818 -0.401 0.000
O 0.446 -2.243 -0.265 -0.005
C -0.464 -3.083 0.432 0.002
C -1.773 -2.372 0.381 0.000
O -1.576 -1.046 0.897 -0.001
C -2.810 -0.326 0.787 0.004
C -2.501 1.096 1.157 0.001
O -1.318 1.461 0.517 -0.014
C 0.063 0.884 2.780 -0.017
C 1.982 -0.819 1.615 -0.076
O 1.771 -2.148 1.918 -0.014
H 3.413 -2.992 0.974 0.000
H 2.058 -4.057 1.367 -0.001
H 1.673 -3.748 -0.972 0.000
H 2.326 -2.099 -0.966 0.000
H -0.144 -3.228 1.464 0.000
H -0.544 -4.053 -0.069 -0.001
H -2.530 -2.882 0.980 -0.002
H -2.130 -2.293 -0.651 0.001
H -3.554 -0.779 1.446 -0.001
H -3.154 -0.386 -0.250 -0.003
H -2.409 1.207 2.245 -0.001
H -3.312 1.751 0.828 0.000
H 0.003 0.854 4.676 -0.005
H 1.985 0.877 2.807 0.011
H 2.223 -0.387 2.611 0.000
H 2.855 -0.679 0.977 -0.006
F 0.739 2.057 -0.696 0.037
B 2.857 2.079 1.403 0.021
F 1.993 0.082 -0.686 0.002
C -2.908 2.397 -2.502 0.030
S -2.546 1.555 -4.071 0.054
C -0.802 1.562 -4.035 0.185
C 0.000 0.872 -3.111 0.123
S -0.656 -0.175 -1.932 0.169
S 1.688 1.065 -3.335 0.061
C 1.622 2.059 -4.753 -0.122
S 2.942 2.606 -5.531 0.419
S 0.003 2.439 -5.240 0.128
H -3.943 2.154 -2.270 0.000
H -2.805 3.471 -2.632 0.001
H -2.258 2.039 -1.706 -0.014
O 1.730 2.791 3.697 0.039
Cl 1.250 2.048 2.440 0.077
O 3.938 2.370 0.973 0.009
O 0.519 2.980 1.529 0.080
O -0.371 0.410 3.880 0.004
```

## Properties
2S+1 = 3
LUMO level (spin up / spin down) = -4.752 / -6.094 eV
Kohn-Sham gap (spin up / spin down) = 6.5 / 5.6 eV
Net charge = +1
Molar mass = 719.71 g/mol

***

# 2
# C3H4O3Sc

C3H4O3Sc as an isolated structure in a non-equilibrium geometry (wB97M-V/def2-TZVPD, the Open Molecules 2025 dataset).

```
11
Properties=species:S:1:pos:R:3:mulliken_charge:R:1
O 1.055 1.134 -1.909 -0.106
C 0.822 0.038 -1.838 0.601
C 0.794 -1.386 -1.759 -0.616
H 1.614 -1.622 -2.500 0.356
H -0.154 -1.742 -2.191 0.387
H 0.790 -1.736 -0.718 0.381
Sc -0.276 2.289 1.172 1.941
O -0.257 0.241 1.304 -0.224
C -0.961 0.064 2.340 0.234
O -1.386 1.347 2.695 -0.397
H -2.040 1.373 3.404 0.444
```

## Properties
LUMO level (spin up / spin down) = -16.761 / -16.779 eV
Kohn-Sham gap (spin up / spin down) = 6.1 / 6.1 eV
Net charge = +3
Molar mass = 133.02 g/mol

***

# 3
# C2H2N2O2S

A single C2H2N2O2S molecule in a non-equilibrium geometry (wB97M-V/def2-TZVPD, the Open Molecules 2025 dataset).

```
9
Properties=species:S:1:pos:R:3:mulliken_charge:R:1
C -0.470 0.904 0.058 0.177
C -1.029 -0.586 0.239 0.514
H 1.412 1.063 -0.943 0.198
H 1.838 -0.884 0.420 0.284
N 0.738 0.539 -0.482 0.015
N 1.053 -0.820 -0.383 -0.274
O -0.036 -1.532 0.066 -0.162
O -2.126 -0.874 0.649 -0.475
S -1.380 2.189 0.377 -0.276
```

## Properties
SMILES string = O=c1o[nH][nH]c1=S
LUMO level = -0.473 eV
Kohn-Sham gap = 8.7 eV
Molar mass = 118.12 g/mol

***

# 4
# C7H11IInN2O3PS

C7H11IInN2O3PS as an isolated structure in a non-equilibrium geometry (wB97M-V/def2-TZVPD, the Open Molecules 2025 dataset).

```
27
Properties=species:S:1:pos:R:3:mulliken_charge:R:1
C 2.421 2.052 0.477 -1.559
C 2.031 0.771 -0.270 -0.330
C 1.504 -0.405 0.606 -0.958
I 1.016 0.163 2.626 0.194
C 0.389 -1.223 -0.113 -0.301
C -0.234 -2.325 0.768 0.579
O 0.529 -2.940 1.500 -0.467
O -1.443 -2.575 0.659 -0.566
N -0.632 -0.464 -0.774 1.164
N -1.005 -0.829 -2.046 -0.954
C -1.629 -1.888 -2.219 0.683
S -2.495 -3.091 -2.409 -0.157
P -1.677 0.526 0.097 0.440
C -3.171 0.672 -0.924 -1.023
O -2.166 -0.163 1.446 -0.343
H 1.575 2.606 0.875 0.558
H 2.911 2.699 -0.260 0.567
H 3.174 1.831 1.254 0.290
H 1.360 1.060 -1.069 0.384
H 2.946 0.441 -0.747 0.377
H 2.317 -1.110 0.693 0.706
H 0.951 -1.749 -0.881 0.407
H -3.880 1.349 -0.462 0.381
H -2.931 1.015 -1.924 0.405
H -3.631 -0.310 -1.013 0.350
H -2.191 0.539 2.116 0.372
In 3.961 3.348 1.994 0.799
```

## Properties
LUMO level = -10.882 eV
Kohn-Sham gap = 4.7 eV
Net charge = +2
Molar mass = 475.94 g/mol

***

# 5
# C14H17NO3S

C14H17NO3S as an isolated structure in a non-equilibrium geometry (wB97M-V/def2-TZVPD, the Open Molecules 2025 dataset).

```
36
Properties=species:S:1:pos:R:3:mulliken_charge:R:1
C -6.091 0.576 -1.002 -1.400
H -6.943 1.054 -0.896 0.409
O -5.184 0.933 0.015 -0.403
C -4.025 0.310 0.052 0.522
C -3.469 -0.597 -1.079 -1.065
C -2.251 -0.964 -0.732 -0.386
C -1.566 -0.715 0.531 -0.143
C -2.077 0.191 1.253 0.193
C -3.396 0.660 1.133 -0.319
H -3.770 1.182 1.989 0.413
H -1.554 0.601 2.286 0.100
N -0.252 -0.975 0.400 0.331
C 0.924 -0.476 0.840 -0.023
O 0.835 0.921 1.401 -0.734
C 2.160 -1.122 0.658 0.393
C 1.620 -2.555 0.655 -0.741
C 0.250 -2.542 0.270 0.441
O -0.569 -3.290 -0.087 -0.462
H 2.310 -2.894 -0.369 0.214
H 1.776 -3.115 1.524 0.389
H 2.801 -0.998 1.541 0.173
S 2.926 -0.365 -0.551 -0.231
C 4.042 1.042 0.040 0.195
C 5.301 1.013 -0.603 -1.149
H 6.001 1.916 -0.615 0.334
H 5.966 0.033 -0.706 0.276
H 5.195 0.984 -1.832 0.238
C 3.328 2.401 -0.150 -1.124
H 2.273 2.151 0.540 0.193
H 3.927 3.005 0.373 0.564
H 3.089 2.581 -1.210 0.308
H 4.194 0.642 0.904 0.413
H -1.717 -1.427 -1.546 0.303
H -4.055 -0.791 -1.850 0.705
H -5.736 0.927 -1.994 0.413
H -6.263 -0.296 -1.182 0.660
```

## Properties
LUMO level = 0.542 eV
Kohn-Sham gap = 8.6 eV
Molar mass = 279.36 g/mol

***

# 6
# C5H8O

A single C5H8O molecule (wB97M-V/def2-TZVPD, the Open Molecules 2025 dataset).

```
14
Properties=species:S:1:pos:R:3:mulliken_charge:R:1
C -1.988 0.367 0.166 -1.166
C -0.732 -0.422 -0.077 0.027
C 1.486 -0.592 1.192 -0.456
C 1.899 -0.299 -0.202 -0.459
C 0.505 0.209 -0.613 -0.006
O -0.301 -0.622 -1.414 -0.477
H -2.037 0.660 1.220 0.281
H -2.866 -0.247 -0.056 0.299
H -2.022 1.268 -0.453 0.350
H 1.409 0.398 1.697 0.176
H -0.610 -1.308 0.545 0.536
H 2.633 0.501 -0.351 0.270
H 2.165 -1.182 -0.791 0.228
H 0.457 1.270 -0.864 0.397
```

## Properties
LUMO level = 0.123 eV
Kohn-Sham gap = 8.7 eV
Molar mass = 84.12 g/mol

***

- The highest molar mass belongs to which entry?
  C12H19BClF2O8S5W

***

- Which value of molar mass does entry 6 give?
  84.12 g/mol